# 1
Below is the molecule C4H12N2S in a non-equilibrium geometry, with properties calculated with ωB97M-V/def2-TZVPD.

Each line ends with the Mulliken charge.
Element x y z (Å)
1 N 0.190 -0.227 3.022  -0.5445
2 C 0.738 -1.141 2.030  -0.7260
3 C -0.069 -1.193 0.735  -0.4328
4 N -0.216 0.153 0.160  -0.3183
5 C -0.526 0.141 -1.244  -0.6476
6 C -0.394 1.495 -1.937  -0.5882
7 S -0.433 1.271 -3.739  -0.2463
8 H 0.273 0.733 2.727  0.2432
9 H -0.758 -0.481 3.266  0.2208
10 H 1.788 -0.896 1.941  0.3507
11 H 0.655 -2.135 2.462  0.3623
12 H 0.334 -1.871 -0.025  0.3592
13 H -1.077 -1.484 1.046  0.2323
14 H 0.637 0.694 0.260  0.2564
15 H 0.083 -0.555 -1.840  0.3846
16 H -1.535 -0.247 -1.447  0.2798
17 H 0.601 1.902 -1.712  0.3172
18 H -1.101 2.231 -1.610  0.3767
19 H 0.811 1.611 -4.094  0.1206

As for the LUMO energy: 0.0319 Ha. The energy relative to the best compared isomer or geometry (same formula, charge and spin) comes out at 13.61 kcal per mole. The SMILES is NCCNCCS. Its total charge is 0. The gap between HOMO and LUMO is 9.762 eV. For the HOMO energy, the calculation gives -0.3268 Ha.


# 2
Below is the molecule C6H8O2 in a non-equilibrium geometry, with properties calculated with ωB97M-V/def2-TZVPD.

Each line ends with the Mulliken charge.
Element x y z (Å)
1 C -2.608 0.922 -0.449  -0.1353
2 C -1.420 0.961 -0.676  -0.1916
3 O -0.257 1.281 -1.402  -0.3231
4 C 0.490 0.088 -1.688  -0.7126
5 C 0.977 -0.379 -0.340  0.4040
6 O 2.246 -0.063 0.056  -0.4692
7 C 0.013 -0.678 0.586  -0.2391
8 C 0.244 -0.439 2.044  -1.2246
9 H -3.667 0.777 -0.423  0.4140
10 H 1.329 0.365 -2.335  0.3802
11 H -0.139 -0.653 -2.195  0.3143
12 H 2.784 0.159 -0.723  0.3122
13 H -0.843 -1.285 0.303  0.5293
14 H -0.666 -0.675 2.602  0.3484
15 H 0.444 0.631 2.181  0.2811
16 H 1.073 -1.012 2.460  0.3121

As for the LUMO energy: 0.0252 Ha. The energy relative to the best compared isomer or geometry (same formula, charge and spin) comes out at 108.41 kcal per mole. The SMILES is C#COC/C(O)=C/C. Its total charge is 0. The gap between HOMO and LUMO is 8.892 eV. For the HOMO energy, the calculation gives -0.3016 Ha.


# 3
Below is a structure of composition C47H69InN5O4P4, with properties calculated with ωB97M-V/def2-TZVPD.

Each line ends with the Mulliken charge.
Element x y z (Å)
1 In -0.086 0.243 -0.282  0.8490
2 N -2.990 1.069 1.097  0.1021
3 P -1.482 1.252 1.889  0.8170
4 C -1.727 0.350 3.433  0.0273
5 C -1.018 -0.828 3.652  0.3857
6 C -1.228 -1.557 4.817  -0.9584
7 C -2.152 -1.115 5.752  -0.6129
8 C -2.870 0.058 5.532  -0.8090
9 C -2.655 0.794 4.378  -0.8976
10 C -1.371 2.996 2.349  0.7410
11 C -2.452 3.868 2.279  -0.2993
12 C -2.295 5.198 2.645  -0.5303
13 C -1.058 5.660 3.075  -0.6562
14 C 0.028 4.795 3.132  -0.5697
15 C -0.126 3.468 2.763  -0.8411
16 P -2.880 0.329 -0.437  -0.1146
17 C -4.049 1.230 -1.476  0.6056
18 C -4.050 0.957 -2.844  -0.6780
19 C -4.928 1.624 -3.684  -0.7190
20 C -5.804 2.568 -3.162  -0.5461
21 C -5.800 2.847 -1.803  -0.6641
22 C -4.920 2.182 -0.959  0.0416
23 C -3.639 -1.309 -0.256  0.7353
24 C -3.005 -2.422 -0.801  -0.1849
25 C -3.569 -3.684 -0.662  -0.3727
26 C -4.756 -3.839 0.038  -0.6114
27 C -5.393 -2.732 0.588  -0.8275
28 C -4.840 -1.472 0.433  -0.7156
29 H -3.766 0.793 1.689  0.4586
30 H -0.334 -1.193 2.893  0.3966
31 H -0.678 -2.474 4.986  0.4728
32 H -2.318 -1.683 6.659  0.4108
33 H -3.587 0.403 6.266  0.4443
34 H -3.191 1.727 4.230  0.4279
35 H -3.410 3.512 1.917  0.2151
36 H -3.138 5.875 2.592  0.4710
37 H -0.938 6.698 3.358  0.3971
38 H 0.996 5.159 3.452  0.4733
39 H 0.731 2.802 2.783  0.3575
40 H -3.359 0.230 -3.257  0.4415
41 H -4.926 1.412 -4.745  0.4405
42 H -6.488 3.091 -3.818  0.4095
43 H -6.480 3.586 -1.398  0.4359
44 H -4.901 2.418 0.098  0.1818
45 H -2.054 -2.312 -1.308  0.0684
46 H -3.074 -4.546 -1.091  0.4722
47 H -5.189 -4.824 0.158  0.4163
48 H -6.325 -2.852 1.125  0.4427
49 H -5.370 -0.613 0.836  0.3303
50 C -0.233 6.138 -1.667  -1.8257
51 C -0.668 4.720 -1.979  1.7919
52 C -0.489 4.389 -3.449  -1.5414
53 C -2.093 4.457 -1.527  -1.1788
54 O 0.174 3.863 -1.118  0.4151
55 P 0.874 2.510 -1.471  0.1475
56 O 1.370 1.893 -0.163  -0.2544
57 O -0.094 1.486 -2.072  -1.2507
58 O 2.020 2.777 -2.498  -0.2721
59 C 3.355 3.348 -2.200  1.8643
60 C 3.291 4.336 -1.047  -1.4524
61 C 3.770 4.021 -3.488  -1.8523
62 C 4.254 2.171 -1.867  -1.3800
63 H -0.999 6.838 -2.005  0.4452
64 H 0.704 6.389 -2.168  0.3889
65 H -0.103 6.260 -0.591  0.2792
66 H -1.128 5.064 -4.018  0.5100
67 H -0.789 3.363 -3.676  0.2507
68 H 0.541 4.534 -3.775  0.2009
69 H -2.795 4.970 -2.186  0.6038
70 H -2.245 4.807 -0.503  0.1652
71 H -2.310 3.388 -1.570  0.0938
72 H 2.683 5.205 -1.298  0.2300
73 H 4.304 4.677 -0.831  0.5611
74 H 2.891 3.878 -0.141  0.1329
75 H 3.088 4.835 -3.735  0.3986
76 H 3.776 3.306 -4.310  0.3586
77 H 4.773 4.436 -3.377  0.4369
78 H 3.908 1.671 -0.960  0.0574
79 H 5.276 2.517 -1.705  0.4905
80 H 4.256 1.452 -2.689  0.3582
81 N -0.043 -1.629 0.339  0.5318
82 P 1.197 -2.584 0.293  -1.7204
83 N 1.876 -2.864 -1.215  0.6422
84 C 2.728 -1.791 -1.753  1.0417
85 C 3.544 -2.308 -2.926  -1.1416
86 C 2.630 -2.857 -4.017  -0.7969
87 C 1.675 -3.897 -3.436  -1.0341
88 C 0.923 -3.319 -2.248  -0.1826
89 N 2.453 -2.068 1.237  0.4369
90 C 3.529 -3.003 1.584  -0.3275
91 C 4.903 -2.499 1.134  -0.9144
92 C 5.019 -0.973 1.291  -0.3282
93 C 3.991 -0.459 2.293  -1.1765
94 C 2.583 -0.697 1.751  0.9373
95 N 0.778 -4.100 0.793  1.2402
96 C -0.079 -4.209 1.990  0.1029
97 C -0.797 -5.549 1.990  -1.0016
98 C 0.191 -6.723 2.050  -0.6236
99 C 1.508 -6.372 1.337  -0.9101
100 C 1.261 -5.366 0.223  -0.7793
101 H 3.372 -1.412 -0.965  -0.8247
102 H 2.103 -0.951 -2.107  -0.0443
103 H 4.199 -3.106 -2.560  0.3311
104 H 4.181 -1.509 -3.311  0.4360
105 H 3.215 -3.284 -4.832  0.5113
106 H 2.045 -2.033 -4.442  0.2438
107 H 2.242 -4.772 -3.101  0.3124
108 H 0.962 -4.237 -4.190  0.3795
109 H 0.240 -4.050 -1.817  0.4971
110 H 0.312 -2.467 -2.584  0.0413
111 H 3.313 -3.965 1.126  -0.0533
112 H 3.528 -3.174 2.666  0.5634
113 H 5.094 -2.793 0.099  0.2687
114 H 5.659 -3.000 1.743  0.4819
115 H 4.836 -0.477 0.332  -0.1862
116 H 6.030 -0.696 1.590  0.5745
117 H 4.113 0.610 2.470  0.6411
118 H 4.122 -0.955 3.259  0.3990
119 H 2.430 0.027 0.942  -0.2015
120 H 1.837 -0.485 2.522  -0.4051
121 H -0.801 -3.393 1.977  -0.0017
122 H 0.524 -4.110 2.904  -0.0311
123 H -1.406 -5.608 1.083  0.1555
124 H -1.490 -5.584 2.832  0.4573
125 H -0.259 -7.603 1.588  0.3459
126 H 0.396 -6.989 3.088  0.3412
127 H 1.981 -7.267 0.931  0.4795
128 H 2.216 -5.931 2.045  0.2055
129 H 0.524 -5.779 -0.478  0.5212
130 H 2.169 -5.177 -0.346  0.5315

As for the LUMO energy: -0.0637 Ha. The energy relative to the best compared isomer or geometry (same formula, charge and spin) comes out at 12.67 kcal per mole. Its total charge is +1. The gap between HOMO and LUMO is 8.839 eV. For the HOMO energy, the calculation gives -0.3886 Ha.


# 4
Below is the molecule C4H7O4P, with properties calculated with ωB97M-V/def2-TZVPD.

Each line ends with the Mulliken charge.
Element x y z (Å)
1 C -0.407 1.040 1.894  -0.7767
2 C -0.633 -0.211 1.494  0.0543
3 C -1.449 -0.553 0.288  -0.4999
4 O -0.874 -1.606 -0.499  -0.3384
5 C 0.434 -1.477 -0.765  0.6320
6 O 1.310 -1.982 -0.152  -0.4093
7 O 0.659 -0.744 -1.910  -0.2649
8 P 1.357 0.717 -1.763  0.5922
9 O 2.173 1.098 -2.915  -0.5950
10 H 0.341 1.263 2.640  0.2730
11 H -0.959 1.865 1.460  0.2727
12 H -0.213 -1.027 2.068  0.3240
13 H -2.430 -0.922 0.582  0.3013
14 H -1.622 0.343 -0.309  0.3131
15 H 2.060 0.640 -0.557  0.0878
16 H 0.253 1.554 -1.557  0.0338

As for the LUMO energy: 0.0210 Ha. The energy relative to the best compared isomer or geometry (same formula, charge and spin) comes out at 31.53 kcal per mole. The SMILES is C=CCOC(=O)O[PH2]=O. Its total charge is 0. The gap between HOMO and LUMO is 11.265 eV. For the HOMO energy, the calculation gives -0.3930 Ha.